Record 1
Molecular formula: C11H22F4NO12P2S
Method: DFT, ωB97M-V with the def2-TZVPD basis set

Geometry (Å):
O  -4.65498  0.82043  0.29054
C  -5.06542  0.17506  -0.83472
O  -4.98540  0.91769  -2.10203
N  -5.60817  -1.22300  -0.63664
C  -5.30011  -2.14680  -1.79020
C  -4.31219  -3.34200  -1.16647
C  -3.01820  -2.64012  -0.37339
F  -3.15327  -1.95637  0.96095
C  -1.62013  -2.61308  -0.95384
F  -1.26585  -1.97271  -2.24269
F  -0.55671  -3.24518  -0.10570
S  -7.28179  -1.24532  -0.15348
O  -7.28418  -1.16677  1.42336
O  -8.06254  -2.53141  -0.50957
F  -8.02840  0.21491  -0.68556
H  -6.22886  -2.56905  -2.36113
H  -4.62513  -1.61442  -2.61899
H  -4.88151  -4.00692  -0.37289
H  -3.88751  -4.04953  -2.00340
C  2.25581  -3.01566  1.29500
O  3.44996  -3.48443  0.69570
P  4.06852  -2.42649  -0.52533
O  4.96733  -3.55205  -1.04416
O  4.89127  -1.57322  0.63228
C  5.53137  -2.24538  1.70464
O  4.68722  -1.36860  -1.74637
C  4.32034  -0.01028  -1.62257
H  1.99581  -3.67663  2.12474
H  2.39199  -2.00055  1.67718
H  1.44793  -3.02692  0.55895
H  5.81334  -3.26672  1.44769
H  4.85830  -2.25725  2.57284
H  6.43073  -1.69012  1.98197
H  4.83422  0.45108  -0.77114
H  3.24075  0.07775  -1.49686
H  4.62048  0.51936  -2.52969
C  -0.67303  2.82473  1.66712
O  0.52111  2.35597  1.06782
P  1.13968  3.41391  -0.15320
O  2.03849  2.28835  -0.67204
O  1.96242  4.26718  1.00440
C  2.60252  3.59502  2.07677
O  1.75837  4.47180  -1.37425
C  1.39149  5.83012  -1.25045
H  -0.93304  2.16377  2.49687
H  -0.53685  3.83985  2.04930
H  -1.48092  2.81348  0.93108
H  2.88449  2.57368  1.81982
H  1.92946  3.58315  2.94497
H  3.50188  4.15028  2.35409
H  1.90538  6.29148  -0.39902
H  0.31191  5.91815  -1.12474
H  1.69163  6.35976  -2.15757

* LUMO: -1.08 eV
* charge: -1
* HOMO energy: -5.375 eV

***

Record 2
Molecular formula: C26H79N17O11
Method: DFT, ωB97M-V with the def2-TZVPD basis set

Geometry (Å):
C  3.14471  4.48986  1.11146
O  2.84720  5.06472  0.07863
N  2.39591  4.44124  2.23219
N  4.28737  3.71371  1.22845
H  1.61184  5.06134  2.33415
H  2.69773  3.92917  3.03853
H  4.88559  3.52075  0.44991
H  4.50798  3.40309  2.15518
C  -1.58505  2.54242  -4.78951
O  -1.27345  2.43359  -5.97678
N  -1.17940  1.68007  -3.83948
N  -2.38441  3.56512  -4.38453
H  -0.63820  0.86735  -4.10888
H  -1.45904  1.81149  -2.87694
H  -2.37330  4.41920  -4.90817
H  -2.70883  3.56938  -3.42968
C  -2.41243  0.29858  5.53324
O  -3.29180  0.55472  6.36645
N  -1.35201  -0.49794  5.82419
N  -2.45128  0.76770  4.28025
H  -0.58509  -0.62406  5.18736
H  -1.46423  -1.21540  6.51734
H  -1.84302  0.25637  3.62037
H  -3.14542  1.41654  3.96805
C  -3.96335  2.04472  -1.40975
O  -2.82132  2.45233  -1.63764
N  -5.06484  2.51822  -2.04903
N  -4.28855  1.19500  -0.40606
H  -4.84757  3.08880  -2.85009
H  -5.97254  2.23187  -1.74509
H  -5.17629  1.01265  0.01778
H  -3.46338  0.93274  0.11057
C  1.38024  -0.62447  -3.47286
O  0.37045  -0.82165  -4.14973
N  1.86782  -1.61305  -2.64859
N  2.05829  0.52989  -3.39640
H  1.50420  -2.52050  -2.87418
H  2.48578  -1.27551  -1.93567
H  2.93883  0.69590  -2.89766
H  1.78525  1.28512  -4.00595
C  -3.33191  -2.68165  2.43501
O  -4.01561  -2.85904  3.42857
N  -3.57981  -1.83648  1.41102
N  -2.21714  -3.46249  2.24800
H  -3.00795  -1.85038  0.57971
H  -4.41652  -1.28582  1.37960
H  -1.64319  -3.49249  1.42428
H  -1.99492  -4.05283  3.02948
C  3.43311  0.58666  0.21833
C  4.74754  0.69594  -0.55416
C  5.30590  -0.67497  -0.96232
O  5.69567  -1.31822  0.21858
C  6.53936  -2.44396  0.11270
N  4.35828  1.40643  -1.81231
H  3.09638  1.61878  0.35155
H  3.59348  0.18921  1.22081
H  2.58465  0.13744  -0.29678
H  5.39085  1.38510  -0.00667
H  6.10683  -0.49571  -1.68702
H  4.48850  -1.24513  -1.41416
H  6.12564  -3.13652  -0.63858
H  6.51424  -3.06427  1.00482
H  7.53306  -2.24681  -0.29374
H  5.07286  1.47346  -2.52907
H  4.07401  2.35885  -1.60986
C  2.59604  -3.26990  -0.06131
C  3.08983  -3.50739  1.33222
C  2.06668  -3.33791  2.44003
O  1.73058  -1.93591  2.57846
C  2.21404  -1.43664  3.83251
N  3.64740  -4.88123  1.48557
H  2.20844  -2.25579  -0.14950
H  1.82880  -3.98216  -0.37504
H  3.37390  -3.39640  -0.81837
H  3.96880  -2.91129  1.60807
H  2.26494  -3.72971  3.43807
H  1.12550  -3.81864  2.14937
H  1.65547  -1.85968  4.66913
H  2.04173  -0.35931  3.84330
H  3.29318  -1.57351  3.91647
H  4.47166  -4.97462  0.90353
H  3.96552  -4.92634  2.44744
C  1.35896  -5.74810  -7.45220
C  -0.05807  -5.58984  -6.94700
C  -0.14350  -4.43452  -5.94094
O  -1.46370  -4.49148  -5.41242
C  -1.63051  -4.06529  -4.08890
N  -0.94990  -5.43426  -8.07536
H  1.40052  -6.58178  -8.15362
H  2.17008  -5.82686  -6.72469
H  1.67258  -4.83851  -7.97597
H  -0.29851  -6.50561  -6.39052
H  -0.05262  -3.47113  -6.45320
H  0.67345  -4.50522  -5.21838
H  -1.06867  -3.13703  -3.92161
H  -1.25916  -4.77462  -3.33930
H  -2.68857  -3.85490  -3.94162
H  -1.07245  -6.24206  -8.66771
H  -1.87338  -5.13223  -7.79364
C  0.25348  1.61573  2.02603
C  -0.72817  0.50007  1.56956
C  -0.41072  -0.05134  0.17892
O  -1.54743  -0.77364  -0.32042
C  -1.33470  -1.28516  -1.63617
N  -0.67469  -0.56003  2.55948
H  0.18975  2.58638  1.54251
H  1.20801  1.15223  1.73750
H  0.35187  1.69158  3.10846
H  -1.74438  0.90032  1.53873
H  0.39007  -0.79871  0.18938
H  -0.17147  0.75117  -0.52849
H  -0.32517  -1.68677  -1.74612
H  -1.41392  -0.48890  -2.37815
H  -2.06760  -2.05387  -1.87337
H  -1.28772  -1.29712  2.22900
H  0.26740  -0.96747  2.45884
C  -4.36217  7.76641  4.92320
C  -4.63952  6.43904  4.19667
C  -3.48120  5.44667  4.28046
O  -3.73777  4.36717  3.39013
C  -2.52553  3.74170  3.02099
N  -5.88584  5.89132  4.70571
H  -5.26061  8.36931  4.80327
H  -3.54725  8.31424  4.44745
H  -4.11236  7.61116  5.97403
H  -4.72382  6.76248  3.15609
H  -3.26446  5.03722  5.27291
H  -2.60946  6.07127  4.03721
H  -2.85731  2.88681  2.43290
H  -1.98533  3.40273  3.91216
H  -1.87539  4.46526  2.51930
H  -5.73509  5.69976  5.69269
H  -6.08823  4.97659  4.31696

* ΔE to the lowest compared entry with this formula, charge and spin: 41.1 kcal per mole
* LUMO: -0.15 eV
* SMILES: COC[C@H](C)N.COC[C@H](C)N.COC[C@H](C)N.COC[C@H](C)N.COC[C@H](C)N.NC(N)=O.NC(N)=O.NC(N)=O.NC(N)=O.NC(N)=O.NC(N)=O
* HOMO energy: -8.864 eV

***

Record 3
Molecular formula: C25H25CaN2P
Method: DFT, ωB97M-V with the def2-TZVPD basis set

Geometry (Å):
C  1.63521  -3.61664  -3.09647
C  0.46178  -3.27776  -3.83606
C  -0.64775  -3.30251  -2.93847
C  -0.15359  -3.64396  -1.64468
C  1.26009  -3.82421  -1.73507
Ca  0.92663  -1.19752  -2.18173
N  2.69525  0.15936  -3.01663
C  2.44930  0.98131  -4.16147
C  1.14376  0.60139  -4.73961
H  -1.69046  -3.14491  -3.20387
H  0.41170  -3.10298  -4.90704
H  -0.75338  -3.77557  -0.75139
H  1.91885  -4.13323  -0.92567
H  2.63407  -3.72888  -3.50728
H  1.07793  -0.18189  -5.48783
H  3.26587  1.09505  -4.90404
H  3.66104  0.28037  -2.70461
H  0.26104  1.18603  -4.48387
H  2.15182  1.93500  -3.66814
N  -0.09700  -0.10739  -0.67494
P  -0.44959  0.47803  0.73644
C  -2.18398  0.15887  1.11824
C  -2.76431  0.49148  2.34940
C  -4.11769  0.20555  2.57316
C  -4.89263  -0.39176  1.57234
C  -4.30435  -0.73003  0.34550
C  -2.95142  -0.46427  0.11807
C  0.58077  -0.26747  2.03264
C  0.44018  0.09714  3.37580
C  1.25903  -0.49736  4.34223
C  2.25867  -1.39919  3.96155
C  2.42639  -1.72639  2.61108
C  1.57842  -1.17416  1.64709
C  -0.15055  2.24942  0.94705
C  1.16886  2.71195  0.81641
C  1.45044  4.07215  0.96155
C  0.41362  4.97707  1.22094
C  -0.90514  4.51963  1.31945
C  -1.19398  3.16083  1.15773
H  -2.17877  0.97852  3.13009
H  -4.56157  0.45990  3.53655
H  -5.95265  -0.59553  1.74705
H  -4.89844  -1.19947  -0.43761
H  -2.47412  -0.72613  -0.83188
H  -0.29169  0.84667  3.67460
H  1.11505  -0.24469  5.39281
H  2.90952  -1.84426  4.71555
H  3.21608  -2.41136  2.30226
H  1.69578  -1.43182  0.58865
H  1.97214  2.00297  0.60324
H  2.48022  4.42188  0.87248
H  0.63527  6.03926  1.33747
H  -1.71646  5.22128  1.52081
H  -2.22528  2.81022  1.21015

* LUMO (alpha / beta): 4.74 / 4.82 eV
* charge: -2
* HOMO energy (alpha / beta): 0.170 / 2.994 eV

***

Record 4
Molecular formula: C26H21Cl3FN4O9Re
Method: DFT, ωB97M-V with the def2-TZVPD basis set

Geometry (Å):
Re  -0.04315  0.33723  0.05924
O  1.90953  0.56708  -3.41976
C  1.59217  0.51804  -2.27019
O  0.31008  0.34423  -1.85012
C  2.56450  0.65239  -1.12187
C  3.91763  0.93008  -1.16622
C  4.59445  1.07731  0.04196
C  3.92171  0.96636  1.25646
C  2.56858  0.68772  1.22424
N  1.96398  0.52624  0.05450
C  1.59957  0.58623  2.37848
O  1.91831  0.67641  3.52523
O  0.31772  0.39075  1.96708
H  4.40828  1.03306  -2.12367
H  5.65342  1.29488  0.03703
H  4.41537  1.09820  2.20878
F  -6.37896  -2.08891  -0.26558
C  -6.03413  -0.77818  -0.22059
C  -4.71005  -0.46853  -0.14976
C  -4.32585  0.87475  -0.07766
C  -2.90906  1.20095  -0.01149
O  -2.11762  0.22498  0.02961
C  -2.55813  2.57363  0.00008
C  -3.57542  3.49077  -0.02186
N  -4.88605  3.19952  -0.03591
C  -5.85928  4.27234  -0.08184
C  -6.74714  4.48460  1.10966
C  -5.65345  5.46282  0.79865
C  -5.30062  1.87192  -0.08154
C  -6.65379  1.52592  -0.16482
C  -7.04899  0.19889  -0.22635
N  -8.42752  -0.09888  -0.33611
C  -8.93254  -1.38255  -0.78499
C  -9.14005  -2.37304  0.35262
N  -10.04935  -1.73786  1.38122
C  -9.53569  -0.39468  1.84123
C  -9.33601  0.50032  0.62383
C  -1.16151  3.14819  0.05070
O  -1.03408  4.34949  0.10176
O  -0.13240  2.33013  0.03340
H  -3.95212  -1.24587  -0.13612
H  -3.31804  4.54134  -0.01901
H  -6.27496  4.43679  -1.06852
H  -6.58993  3.83275  1.95864
H  -7.77254  4.77554  0.92822
H  -4.79360  5.46553  1.45329
H  -5.91588  6.42688  0.38957
H  -7.39262  2.30857  -0.23660
H  -8.28976  -1.82259  -1.54061
H  -9.89870  -1.19046  -1.26698
H  -8.21016  -2.60050  0.86690
H  -9.61310  -3.29797  0.02723
H  -10.15497  -2.36234  2.18092
H  -10.98240  -1.61966  0.98022
H  -8.59400  -0.58485  2.35596
H  -10.26325  0.00748  2.54454
H  -8.97334  1.46386  0.96891
H  -10.30037  0.68079  0.13646
Cl  -1.09282  -5.31129  0.21836
C  0.06847  -3.99159  0.12002
Cl  1.01456  -4.14421  -1.37276
Cl  1.13964  -4.04498  1.52958
C  -0.65893  -2.61165  0.08149
O  -1.85870  -2.54102  0.06279
O  0.22737  -1.65044  0.07797

* LUMO (alpha / beta): -3.43 / -3.44 eV
* charge: +1
* <S²>: 0.754
* HOMO energy (alpha / beta): -9.927 / -9.594 eV
* 2S+1: 2